No. 1
Formula: C5H8N2O2
Source: the OMol25 dataset
Level of theory: ωB97M-V/def2-TZVPD

```
! wB97M-V def2-TZVPD RIJCOSX def2/J DEFGRID3
* xyz 0 1
H -2.33226 0.97982 -0.76324
N -2.74789 0.46831 -0.03300
C -1.72114 0.01477 0.68577
N -0.32583 0.41006 0.47614
O -0.15337 1.03500 -0.75014
C 0.11245 0.01087 -1.78642
O 1.43116 -0.49829 -1.50884
C 1.64885 -0.57502 -0.16694
C 0.78047 -0.34832 0.80088
C 0.95636 -0.46372 2.28974
H -2.06012 -0.46697 1.60201
H -0.52648 -0.81560 -1.73857
H 0.08544 0.45837 -2.78424
H 2.74156 -0.94213 -0.13945
H 0.13546 -1.09524 2.73753
H 1.87121 -0.87978 2.37132
H 0.71700 0.48790 2.74630
*
```

Its highest occupied orbital energy is -8.5 eV. The value obtained for the energy relative to the best compared isomer or geometry (same formula, charge and spin) is 494.15 kJ/mol. As for the SMILES: [H]/N=C\N1OCOC=C1C. For the orbital gap, the calculation gives 9.3 eV. As for the energy: -455.1703 hartree.

=====

No. 2
Formula: C5H8N2O2
Source: the OMol25 dataset
Level of theory: ωB97M-V/def2-TZVPD

```
! wB97M-V def2-TZVPD RIJCOSX def2/J DEFGRID3
* xyz 0 1
O -2.35286 0.26457 0.51088
C -1.25021 -0.20552 0.40709
C -0.87723 -1.52665 -0.21755
C 0.62492 -1.42436 -0.46477
N 1.14089 -0.38950 0.44994
C 0.05328 0.44297 0.93573
C 0.23202 1.86783 0.47703
N -0.38374 2.93015 0.40032
H -1.09877 -2.30484 0.53143
H -1.48399 -1.72149 -1.10935
H 1.15814 -2.36642 -0.29914
H 0.80897 -1.10985 -1.50180
H 1.65549 -0.80204 1.21803
H -0.01432 0.46525 2.03388
O 0.59481 1.76352 -1.25670
H 1.33071 1.12598 -1.14448
H -0.13810 2.99040 -0.97055
*
```

Its highest occupied orbital energy is -9.3 eV. The value obtained for the energy relative to the best compared isomer or geometry (same formula, charge and spin) is 520.24 kJ/mol. For the orbital gap, the calculation gives 9.7 eV. As for the energy: -455.1603 hartree.

=====

No. 3
Formula: C5H8N2O2
Source: the OMol25 dataset
Level of theory: ωB97M-V/def2-TZVPD

```
! wB97M-V def2-TZVPD RIJCOSX def2/J DEFGRID3
* xyz 0 1
C 1.60267 -0.38956 -0.00419
C 0.50781 0.37742 0.78330
C -0.85318 0.27305 0.17847
C -1.88523 1.12290 0.21023
N -2.80918 0.29745 -0.45878
N -4.07627 -0.06643 0.07344
O -4.64688 0.89508 0.54770
O -4.31588 -1.25245 -0.04183
C -1.56616 -0.74030 -0.65228
H 1.80706 0.07768 -1.01246
H 1.23827 -1.38544 -0.35092
H 2.50378 -0.48723 0.58379
H 0.77582 1.44232 0.71968
H 0.46644 0.10487 1.81700
H -2.11660 1.93638 0.74237
H -1.27382 -1.03841 -1.67719
H -1.80678 -1.74874 -0.32274
*
```

Its highest occupied orbital energy (alpha / beta) is -8.8 / -8.8 eV. The value obtained for the energy relative to the best compared isomer or geometry (same formula, charge and spin) is 673.94 kJ/mol. As for the SMILES: CCC1=CN([N+](=O)[O-])C1. For the orbital gap (alpha / beta), the calculation gives 9.4 / 9.4 eV. As for the energy: -455.1018 hartree.

=====

No. 4
Formula: C5H8N2O2
Source: the OMol25 dataset
Level of theory: ωB97M-V/def2-TZVPD

```
! wB97M-V def2-TZVPD RIJCOSX def2/J DEFGRID3
* xyz 0 1
C 0.65310 2.07073 0.49465
C -0.49666 1.16509 0.12002
C 0.03469 -0.45791 -0.13979
C -1.16855 -1.36508 -0.29239
N -1.02341 -2.48941 0.43569
O -2.03425 -1.13021 -1.10935
N 1.26222 -0.99551 0.22233
C 0.80637 -0.19336 -1.32380
O 1.23451 0.28089 -2.29564
H 1.25709 1.62278 1.28524
H 1.29713 2.27219 -0.36336
H 0.27507 3.02220 0.87161
H -1.06886 1.50456 -0.74372
H -1.17162 0.99283 0.95753
H -0.11373 -2.67336 0.83731
H -1.75854 -3.17623 0.42639
H 2.01546 -0.45020 0.61728
*
```

Its highest occupied orbital energy is -8.8 eV. The value obtained for the energy relative to the best compared isomer or geometry (same formula, charge and spin) is 357.21 kJ/mol. As for the SMILES: CC[C@]1(C(N)=O)NC1=O. For the orbital gap, the calculation gives 9.6 eV. As for the energy: -455.2224 hartree.

=====

No. 5
Formula: C5H8N2O2
Source: the OMol25 dataset
Level of theory: ωB97M-V/def2-TZVPD

```
! wB97M-V def2-TZVPD RIJCOSX def2/J DEFGRID3
* xyz 0 1
C -2.11883 0.55151 -0.51975
C -0.72818 -0.06995 0.06732
C 0.29664 1.08089 -0.01790
O 0.06956 2.29067 -0.14136
N 1.77062 0.95346 0.42447
C 2.55444 -0.01718 -0.14631
O 2.41991 -1.15867 -0.51428
C -0.92715 -1.41228 0.76093
N -0.39755 -1.45381 -0.61878
H -2.92005 -0.22088 -0.52707
H -2.46168 1.26979 0.36958
H -1.88708 1.02694 -1.52289
H 2.06255 1.88780 0.61610
H 3.64772 0.42598 -0.18568
H -0.19431 -1.55218 1.64280
H -1.89853 -2.08592 0.88585
H 0.71192 -1.51618 -0.57302
*
```

Its highest occupied orbital energy is -9.8 eV. The value obtained for the energy relative to the best compared isomer or geometry (same formula, charge and spin) is 406.77 kJ/mol. As for the SMILES: C[C@@]1(C(=O)NC=O)CN1. For the orbital gap, the calculation gives 9.9 eV. As for the energy: -455.2036 hartree.

=====

No. 6
Formula: C5H8N2O2S
Source: the OMol25 dataset
Level of theory: ωB97M-V/def2-TZVPD

```
! wB97M-V def2-TZVPD RIJCOSX def2/J DEFGRID3
* xyz 0 1
C -0.99938 0.78931 0.54926
C 2.45182 0.44478 0.63958
C -0.85904 -0.28122 1.69449
C 0.09737 -0.87915 -0.64779
C 0.27166 -1.62329 -1.94506
N -0.49255 0.28097 -0.51018
N -1.12008 2.13547 0.82945
O 2.76567 -0.26944 1.48393
O 2.15221 1.29223 -0.10024
S -0.30471 -1.87013 0.89571
H -0.11583 -0.04433 2.40024
H -1.86174 -0.55131 1.99585
H -0.62060 -2.03912 -2.44522
H 0.94556 -2.39184 -1.77798
H 0.68263 -0.91020 -2.59931
H -0.33438 0.75876 -1.41294
H -0.56710 2.68982 0.08422
H -2.09152 2.46867 0.86599
*
```

Its highest occupied orbital energy is -6.0 eV. The value obtained for the energy relative to the best compared isomer or geometry (same formula, charge and spin) is 314.06 kJ/mol. For the orbital gap, the calculation gives 6.5 eV. As for the energy: -853.4238 hartree.

=====

No. 7
Formula: C5H8N2O2S2
Source: the OMol25 dataset
Level of theory: ωB97M-V/def2-TZVPD

```
! wB97M-V def2-TZVPD RIJCOSX def2/J DEFGRID3
* xyz 0 1
C -2.91786 -0.99023 -1.06005
C -3.68774 -0.05381 -0.42888
C -1.32355 -0.02847 0.09490
C 3.26296 0.35689 -0.39803
C -0.01275 0.14250 0.58251
N -1.61595 -0.96605 -0.75532
N 0.35285 0.87560 1.61782
O 0.92447 -2.25935 0.84446
O 2.51905 -0.43469 0.50022
S -2.72867 0.92126 0.60114
S 1.13553 -1.17372 -0.07847
H -3.27887 -1.72504 -1.75618
H -4.74526 0.10419 -0.49873
H 2.60520 1.06771 -0.90910
H 3.76500 -0.26471 -1.14162
H 4.00770 0.89276 0.18999
H 0.63914 1.08988 -1.27470
H -0.23200 1.60785 1.99314
H 1.33077 0.83744 1.87691
*
```

Its highest occupied orbital energy (alpha / beta) is -8.6 / -7.2 eV. The value obtained for the energy relative to the best compared isomer or geometry (same formula, charge and spin) is 379.68 kJ/mol. For the orbital gap (alpha / beta), the calculation gives 7.9 / 6.5 eV. As for the energy: -1251.5241 hartree.

=====

No. 8
Formula: C5H8N2O3S
Source: the OMol25 dataset
Level of theory: ωB97M-V/def2-TZVPD

```
! wB97M-V def2-TZVPD RIJCOSX def2/J DEFGRID3
* xyz 0 1
C 0.92578 -0.50391 1.38853
C -0.46530 0.14471 1.52055
O -0.42183 1.41917 2.12540
C -1.14969 0.21529 0.20817
S -1.69149 1.55710 -0.55960
C -1.58048 -1.17128 -0.44272
O -2.21602 -2.00567 0.10653
N -1.18329 -1.32072 -1.74061
C -0.43053 -0.45426 -2.63743
N -1.36758 0.37541 -3.19725
O 0.71211 -0.61099 -2.98980
H 1.26378 -0.56561 0.40634
H 0.87978 -1.51992 1.77402
H 1.62985 -0.00123 2.02838
H -1.12298 -0.40387 2.30831
H 0.50351 1.76380 2.20309
H -1.30585 -2.22258 -2.16917
H -0.91674 0.94176 -3.96308
H -2.01570 0.72740 -2.56999
*
```

Its highest occupied orbital energy is -9.1 eV. The value obtained for the energy relative to the best compared isomer or geometry (same formula, charge and spin) is 95.51 kJ/mol. As for the SMILES: C[C@@H](O)C(=S)C(=O)NC(N)=O. For the orbital gap, the calculation gives 8.2 eV. As for the energy: -928.7172 hartree.

=====

No. 9
Formula: C5H8N2O3S2
Source: the OMol25 dataset
Level of theory: ωB97M-V/def2-TZVPD

```
! wB97M-V def2-TZVPD RIJCOSX def2/J DEFGRID3
* xyz 0 1
C -1.53529 1.64261 -2.74804
C -1.07403 1.34061 0.66702
C 2.56165 0.15001 1.04276
C 2.16331 -0.80477 2.07199
C 1.28132 -1.53092 -0.17266
N -2.04867 2.34438 -3.65719
N -1.90875 1.72154 -1.45952
O -2.19660 1.61107 1.02986
O 0.05815 1.08419 1.25643
O -0.81393 1.43404 -0.65254
S 1.33621 0.06689 -0.24749
S 2.07473 -2.34211 1.15656
H -0.58042 0.88732 -2.81825
H 2.55802 1.30950 1.47273
H 3.54323 -0.03085 0.49341
H 3.02707 -0.95225 2.72452
H 1.19699 -0.62571 2.59165
H 0.72150 -2.02675 -1.06484
H -1.60521 2.24608 -4.57063
H -2.65095 2.23602 -1.04260
*
```

Its highest occupied orbital energy is -8.6 eV. The value obtained for the energy relative to the best compared isomer or geometry (same formula, charge and spin) is 0.00 kJ/mol. For the orbital gap, the calculation gives 7.8 eV. As for the energy: -1326.7759 hartree.

=====

No. 10
Formula: C5H8N2OS
Source: the OMol25 dataset
Level of theory: ωB97M-V/def2-TZVPD

```
! wB97M-V def2-TZVPD RIJCOSX def2/J DEFGRID3
* xyz 0 1
H -2.55566 0.69341 1.72756
N -1.63100 1.08592 1.25334
C -1.11051 0.55287 0.29716
S -1.92361 -1.13542 -0.52829
O -2.98120 -1.39598 0.76529
C 0.11193 0.94354 -0.42692
C 0.50787 2.30243 -0.03400
N 0.79911 3.34598 0.39772
C 1.33494 0.03835 0.03867
C 1.60063 -1.15684 -0.87231
H -2.57403 -2.24682 1.10597
H 0.04084 0.85893 -1.46883
H 1.03668 -0.46431 1.04011
H 2.20093 0.87138 0.17726
H 2.71473 -1.29592 -0.88602
H 1.25592 -2.08737 -0.66645
H 1.17243 -0.91017 -1.92025
*
```

Its highest occupied orbital energy is -9.5 eV. The value obtained for the energy relative to the best compared isomer or geometry (same formula, charge and spin) is 377.29 kJ/mol. As for the SMILES: [H]/N=C(\SO)[C@@H](C#N)CC. For the orbital gap, the calculation gives 9.5 eV. As for the energy: -778.1561 hartree.

=====

No. 11
Formula: C5H8N2S
Source: the OMol25 dataset
Level of theory: ωB97M-V/def2-TZVPD

```
! wB97M-V def2-TZVPD RIJCOSX def2/J DEFGRID3
* xyz 0 1
C 0.21765 -1.95325 1.65369
C 0.92869 -1.34003 0.47059
C 0.59551 -0.32571 -0.29024
C -0.52578 0.53219 0.14859
N -1.46545 0.95839 -0.94036
N -0.87412 1.95497 -1.74339
C 0.39743 1.96191 -1.81599
S 1.53993 0.66670 -1.51773
H -0.86583 -1.41970 1.65680
H 0.07377 -3.06001 1.51179
H 0.95319 -1.68481 2.58044
H 1.81697 -1.96776 0.12472
H -1.15077 0.17808 0.94845
H -0.05923 1.49596 0.47506
H -2.32936 1.46791 -0.54830
H 0.74739 2.53515 -2.71413
*
```

Its highest occupied orbital energy is -8.3 eV. The value obtained for the energy relative to the best compared isomer or geometry (same formula, charge and spin) is 331.80 kJ/mol. As for the SMILES: C/C=C1\CNN=CS1. For the orbital gap, the calculation gives 9.1 eV. As for the energy: -702.9036 hartree.

=====

No. 12
Formula: C5H8N2S
Source: the OMol25 dataset
Level of theory: ωB97M-V/def2-TZVPD

```
! wB97M-V def2-TZVPD RIJCOSX def2/J DEFGRID3
* xyz 0 1
C 2.40923 -0.86665 -0.51894
C 1.36287 0.04697 0.15281
N -0.06506 -0.01565 -0.42619
C -0.84519 1.05280 0.10304
C -2.06787 1.47393 -0.00749
S -3.38403 0.35184 -0.37976
C -2.79669 -0.97379 0.51665
N -2.80046 -2.04958 1.01725
H 2.44501 -0.83486 -1.59192
H 3.37799 -0.49590 -0.03627
H 2.26384 -1.94268 -0.31643
H 1.20467 -0.19104 1.21495
H 1.70070 1.11700 -0.03024
H -0.32490 -0.82833 -0.79444
H -0.22109 1.79822 0.59894
H -2.25902 2.35771 0.49803
*
```

Its highest occupied orbital energy is -8.6 eV. The value obtained for the energy relative to the best compared isomer or geometry (same formula, charge and spin) is 260.35 kJ/mol. As for the SMILES: CCN/C=C\SC#N. For the orbital gap, the calculation gives 9.1 eV. As for the energy: -702.9309 hartree.